DFT (ωB97M-V with the def2-TZVPD basis set) results for C28H40AsN2O2RhS2Si2 as an isolated structure at a distorted geometry.

Results
**Calculated total energy**: -5072.08366 hartree
**<S²>**: 6.01
**LUMO level (spin up / spin down)**: -5.320 / -7.308 eV
**Charge**: +2
**Spin multiplicity**: 5

Structure (XYZ):
```
78
C28H40AsN2O2RhS2Si2 ωB97M-V with the def2-TZVPD basis set
Rh -0.23286 0.34241 -0.20700
O -1.63759 -1.35739 -0.42888
S -2.31869 -2.33175 -1.37472
C -3.65246 -1.41940 -2.26361
C -3.43699 0.08718 -2.33813
C -3.97488 0.81580 -1.10185
C -3.97653 2.33233 -1.25994
S -2.45857 3.15814 -0.62593
O -1.32875 2.15205 -0.72364
C -2.96494 3.27332 1.09534
C -2.93720 2.17401 1.93681
C -3.38267 2.31034 3.24243
C -3.84867 3.53709 3.69677
C -3.87146 4.63299 2.84501
C -3.42400 4.50565 1.53884
C -1.25128 -2.57437 -2.80299
C -1.40834 -3.76656 -3.49601
C -0.65529 -3.98678 -4.63930
C 0.25095 -3.02693 -5.07007
C 0.41582 -1.84807 -4.35578
C -0.34225 -1.61768 -3.21777
H -4.58188 -1.66389 -1.74688
H -3.67579 -1.87434 -3.25216
H -3.96336 0.45506 -3.22068
H -2.37708 0.31279 -2.48348
H -3.39585 0.52215 -0.22657
H -5.00267 0.49494 -0.92357
H -4.78714 2.80220 -0.70478
H -4.06576 2.62713 -2.30672
H -2.59131 1.21647 1.57454
H -3.38249 1.45209 3.90217
H -4.19586 3.64176 4.71584
H -4.23616 5.58894 3.19504
H -3.42922 5.35707 0.86782
H -2.10581 -4.51836 -3.14375
H -0.77009 -4.91138 -5.18835
H 0.82831 -3.20040 -5.96813
H 1.13077 -1.10677 -4.68814
H -0.23362 -0.69059 -2.66863
C 3.63930 3.05235 -1.15842
Si 4.12044 1.28231 -0.77168
C 5.15183 0.52633 -2.14288
C 4.89836 1.09576 0.93101
As 2.09266 -0.08513 -0.67873
Si 2.68170 -2.22120 0.33637
C 4.28011 -2.77082 -0.47955
C 1.24387 -3.35132 -0.09137
C 2.88334 -1.98929 2.19480
H 4.54712 3.66020 -1.18348
H 2.97016 3.48637 -0.41423
H 3.16190 3.13187 -2.13599
H 6.12340 1.02557 -2.17627
H 4.67534 0.66263 -3.11477
H 5.33085 -0.53855 -1.99665
H 5.79603 1.71814 0.96746
H 5.20182 0.06703 1.13008
H 4.23375 1.42494 1.73143
H 4.20233 -2.75948 -1.56764
H 4.49470 -3.79777 -0.17315
H 5.13232 -2.15745 -0.18353
H 1.15540 -3.46923 -1.17354
H 0.30063 -2.95637 0.29046
H 1.39381 -4.34181 0.34418
H 3.52075 -1.14137 2.44885
H 3.35251 -2.88656 2.60592
H 1.92203 -1.86003 2.69425
N -1.95184 -2.37409 5.45576
C -1.35191 -1.57191 4.89439
C -0.61252 -0.58211 4.17092
C 0.11606 0.41432 4.81858
C 0.79883 1.34139 4.04863
C 0.74308 1.23918 2.67055
N 0.04417 0.28230 2.05348
C -0.62623 -0.60847 2.78028
H 0.14607 0.45323 5.89915
H 1.36894 2.13411 4.51177
H 1.27759 1.93503 2.03418
H -1.18702 -1.36738 2.24621
```